Record 1
The following is a quantum chemistry calculation of C27H46BrNOP2Pt as an isolated structure, from OMol25.

Element x y z (Å)
C (1.0418, -2.3806, 0.2560)
H (1.6743, 4.4366, 0.9076)
N (7.1413, -4.5844, -2.0881)
C (3.5363, -2.4665, -0.9955)
H (-4.6763, 2.6993, -3.0682)
H (2.8549, -0.7026, -2.1501)
C (0.2491, 3.3499, 3.2299)
H (-5.1213, 1.0884, 0.2348)
H (-1.5801, 3.2081, -2.9741)
H (4.3868, -4.9541, -0.2697)
C (1.8363, 3.9547, -1.2404)
H (-3.0024, -0.6349, -2.9185)
C (-2.4653, 2.5333, -2.9934)
C (4.8317, -3.0825, -1.3784)
C (-1.0991, -1.9486, -1.4903)
C (-1.2900, -2.7658, -0.3987)
H (-0.7530, -3.0559, 6.0831)
H (1.6283, 3.0382, -1.8246)
H (1.8314, -2.4708, 1.0195)
H (2.6906, 1.0175, 0.3082)
H (-2.3147, -2.1800, 5.8499)
H (-0.3098, -3.7325, 1.2981)
O (-1.2311, -1.6213, 3.4854)
C (-4.8442, 0.2958, -2.8000)
C (-3.7726, 3.3336, -3.1033)
C (1.3110, -1.6115, -0.9044)
H (-2.3352, 1.8956, -3.8890)
C (2.2622, 1.5402, 1.1768)
H (-5.0833, 2.4889, -0.8704)
H (-1.9336, -1.5464, -2.0282)
H (6.4117, -6.1547, -0.9772)
H (-2.0807, -3.4925, 3.4704)
C (-3.4886, -0.0091, -2.1524)
H (0.9265, 2.7884, 3.8896)
H (7.7921, -2.9039, -3.0894)
H (-4.7959, 0.6433, -3.8483)
C (-0.3437, 2.4603, 2.1213)
Pt (-0.1146, 0.8234, -1.0056)
H (-0.5697, 3.7271, 3.8611)
H (-3.8459, 4.1188, -2.3416)
H (-2.7874, 1.1733, 0.7494)
C (-3.0683, 1.9001, -0.0386)
H (-5.3298, -0.6932, -2.8320)
H (2.9200, 4.0293, -1.0738)
C (0.1369, -1.1279, -1.6485)
H (0.1412, 4.5399, 0.0264)
H (-3.6133, -0.6407, -1.2454)
C (5.8964, -2.5169, -2.1265)
H (2.9421, 2.3767, 1.4310)
C (-0.1969, -3.0158, 0.4875)
C (1.0816, 3.9846, 0.0875)
H (0.2236, -0.8465, -2.7236)
H (-1.0196, -1.7078, 2.5316)
P (0.6662, 2.2483, 0.6070)
H (1.1566, 0.0280, 2.3544)
H (2.1932, 1.1115, 3.3279)
H (-0.5263, 1.4449, 2.5004)
H (-4.8208, 2.7103, 0.8693)
H (-1.3193, 2.8326, 1.7792)
C (-1.6803, -3.0015, 5.4959)
C (-4.6072, 2.0414, 0.0191)
H (-3.7820, 3.8149, -4.0861)
H (-5.4899, 0.9429, -2.2065)
H (-2.6152, 2.8579, 0.2973)
H (-0.3374, -3.4236, 3.8303)
H (2.9093, -0.1707, 2.3579)
Br (-2.9896, -3.1518, 0.1594)
H (0.7812, 4.2223, 2.8403)
C (2.6367, -1.4862, -1.4136)
H (-2.2551, -3.9242, 5.6179)
H (1.5290, 4.8128, -1.8548)
C (6.9967, -3.3291, -2.4799)
C (5.0671, -4.4183, -0.9260)
C (2.1106, 0.5805, 2.3670)
C (-1.3139, -2.9336, 4.0322)
P (-2.2134, 1.3253, -1.5775)
C (6.2127, -5.1302, -1.3082)
H (5.8700, -1.4753, -2.4071)
H (3.1400, -3.1265, -0.2129)

Atoms 1-6, force components in eV/Å:
C -1.684 -1.528 1.557
H -0.290 -0.245 -0.482
N 0.143 -0.261 -0.093
C 0.857 -1.322 0.330
H 0.608 0.445 0.082
H -0.022 -0.610 0.055

Values from the calculation:
Charge: +2
Expectation value of S²: 2.051
HOMO level (alpha / beta): -13.345 / -14.550 eV
Multiplicity: 3
HOMO-LUMO gap (alpha / beta): 6.4032 / 5.0071 eV



Record 2
The following is a quantum chemistry calculation of C4H6FeLiO2 as an isolated structure, from OMol25.

Element x y z (Å)
H (-0.8093, 1.3238, 0.7489)
H (0.1646, -1.3958, -0.4284)
O (2.0213, -0.2953, 1.5307)
H (0.6415, 1.5419, 0.0404)
C (-0.6706, -0.7197, -0.1710)
O (-0.6829, -0.0355, -2.4226)
H (0.2639, 0.0053, 2.6009)
H (2.2502, -0.8490, 2.2843)
C (-1.3852, -0.2849, -1.3644)
C (0.0828, 0.7254, 0.5219)
C (0.8192, 0.2934, 1.7031)
Li (-2.4422, 0.5144, -2.8782)
Fe (1.1041, 0.2967, -2.7494)
H (-1.3574, -1.1207, 0.5839)

Atoms 1-6, force components in eV/Å:
H 0.113 -0.506 0.741
H -0.366 0.150 0.263
O -1.686 1.177 -0.399
H 0.469 -1.099 -1.408
C -0.077 0.497 -0.535
O -1.221 -0.036 0.215

Values from the calculation:
Charge: +2
Expectation value of S²: 8.785
HOMO level (alpha / beta): -14.641 / -16.412 eV
Multiplicity: 6
HOMO-LUMO gap (alpha / beta): 5.5539 / 5.8102 eV



Record 3
The following is a quantum chemistry calculation of C24H33IrN6O4SeSi2 as an isolated structure, from OMol25.

Element x y z (Å)
C (4.0072, 1.9964, -1.0407)
C (3.6743, 0.5260, 3.4319)
H (-4.0784, 0.4902, 2.7714)
C (3.4384, 0.4948, 2.0880)
N (-0.9606, -0.0626, -3.0246)
N (-0.9611, -7.1295, 0.4141)
H (4.2801, 0.5300, 1.4082)
H (-1.8573, 0.7040, -5.9472)
C (-1.7588, -1.0914, 4.0439)
Si (3.0664, 0.3746, -1.0246)
H (1.6497, -2.1980, -0.3172)
H (4.8521, -1.0907, 0.0190)
C (-0.7278, -4.5619, 0.0912)
C (-1.8573, -3.7474, 0.0449)
C (0.6531, -2.6167, -0.2316)
H (4.5804, 2.0912, -1.9695)
N (-1.6140, 0.2208, -5.1019)
H (2.7656, 0.4977, 5.4055)
N (-0.0826, 3.5655, -0.6327)
C (-0.4539, -1.7556, -0.2889)
C (-0.0353, 2.4032, -0.6506)
H (3.8597, -1.9849, -1.1320)
H (-2.0721, 3.6584, -0.5168)
C (-1.7426, 1.9893, 4.1176)
H (-1.5791, 2.8597, -3.7942)
H (-2.6390, 1.9425, 4.7452)
H (-0.9835, -1.1652, 4.8105)
C (-0.6942, 2.2481, -3.9837)
Ir (-0.4760, 0.3746, -0.2540)
N (-0.2580, 0.4627, 1.9920)
H (3.0575, 0.0563, -3.4488)
H (3.2951, 2.8273, -0.9869)
H (-1.6492, -1.9568, 3.3807)
C (-1.8709, -1.1017, -4.8002)
H (-1.8204, 2.8799, 3.4857)
H (-1.4748, -2.1431, -2.9052)
Se (-3.8314, 2.4487, -1.2180)
H (-3.3649, -0.3198, 1.3628)
H (-2.7350, -1.1621, 4.5352)
C (-1.0707, 0.8065, -3.9971)
H (4.6926, 0.5782, 3.8009)
C (-1.4492, -1.2544, -3.5166)
C (-3.2534, 0.5222, 2.0498)
C (4.3379, -1.0181, -0.9426)
C (1.3079, 0.4458, 3.8634)
C (0.5307, -3.9868, -0.0592)
C (-1.7150, -2.3825, -0.1498)
O (-5.2976, 2.3840, -0.5296)
H (0.4972, 0.4293, 4.5757)
H (-2.3123, -1.7847, -5.5053)
C (2.2748, 0.1930, -2.6934)
O (-3.8228, 2.9583, -2.7634)
H (4.6982, 2.0958, -0.1980)
H (-0.2385, 2.5293, -4.9375)
H (1.4099, -4.6213, -0.0294)
N (1.8808, 0.3218, 0.2224)
C (2.1162, 0.4097, 1.5223)
Si (-1.6760, 0.4768, 3.0091)
O (-3.0254, 3.7049, -0.2953)
C (0.9864, 0.4386, 2.4614)
H (-0.8729, 2.1154, 4.7653)
H (1.6847, 1.0768, -2.9517)
C (2.5874, 0.4856, 4.3364)
H (1.5954, -0.6636, -2.7238)
C (-0.8598, -5.9916, 0.2714)
H (-2.8399, -4.1931, 0.1527)
H (-3.3535, 1.4315, 1.4553)
O (-2.8948, 1.1313, -0.9508)
H (0.0072, 2.4456, -3.1748)
H (-2.6163, -1.7801, -0.2233)
H (5.0897, -0.8586, -1.7232)

Atoms 1-6, force components in eV/Å:
C 0.067 0.238 0.121
C -0.128 -0.017 0.182
H 0.007 -0.002 -0.035
C -0.243 -0.025 -0.177
N 0.034 -0.134 -0.381
N -0.019 -0.192 0.017

Values from the calculation:
Charge: -2
Expectation value of S²: 6.032
HOMO level (alpha / beta): -0.616 / -2.529 eV
Multiplicity: 5
HOMO-LUMO gap (alpha / beta): 5.1396 / 6.6143 eV



Record 4
The following is a quantum chemistry calculation of one molecule with the formula C4H4F2N2, from OMol25.

Element x y z (Å)
C (0.3386, 0.4016, 0.0296)
F (-0.5733, -1.4773, 1.1094)
N (-0.2437, 1.5533, 0.0096)
N (-1.6974, 1.3646, -0.0043)
H (2.1029, -0.3911, -0.9072)
H (2.3426, 1.0992, 0.0134)
H (2.1002, -0.3723, 0.8501)
C (-1.9473, 0.1290, -0.0092)
F (-0.5745, -1.5029, -1.0751)
C (-0.7290, -0.6989, 0.0005)
C (1.8043, 0.1679, -0.0098)
H (-2.9233, -0.2731, -0.0071)

Atoms 1-6, force components in eV/Å:
C -1.141 1.312 -0.647
F -0.448 -0.138 -0.016
N 0.952 -0.945 0.105
N 0.189 0.084 0.036
H -0.207 0.047 0.241
H 0.033 0.472 -0.125

Values from the calculation:
Charge: 0
SMILES: CC1=NN=CC1(F)F
HOMO level: -10.758 eV
HOMO-LUMO gap: 10.4000 eV



The evaluated F_max for the records listed, in turn: 4.15 2.26 0.70 2.16 eV Å⁻¹.
The evaluated relative energy (zero: lowest compared OMol25 entry of this formula, charge and spin) for the records listed, in turn: 34.8 24.9 20.8 34.4 kcal/mol.